This record from OMol25 describes an isolated molecule of C9H16N4O2. The level of theory is wB97M-V/def2-TZVPD.

## Properties
- 2S+1: 3
- F_max: 0.094 hartree/bohr
- Orbital gap (alpha / beta): 5.6 / 6.6 eV

XYZ file:
```
31
C9H16N4O2 wB97M-V/def2-TZVPD
C -2.42 -1.09 -1.04
C 1.51 0.80 1.31
C 1.13 1.71 0.20
C 1.89 -0.53 0.78
C 0.27 1.06 -0.93
C 0.61 -1.13 0.13
C -0.59 2.01 -1.67
C -0.11 -2.15 0.96
C -3.52 -1.52 -0.61
N -1.25 -0.75 -1.33
N -0.47 -0.09 -0.32
N -1.15 0.17 0.85
N -2.28 0.79 1.00
O -2.66 0.84 2.17
O -2.83 1.39 0.06
H 2.41 1.37 1.77
H 0.65 0.85 2.12
H 0.57 2.73 0.37
H 2.13 1.99 -0.29
H 2.74 -0.49 -0.01
H 2.31 -1.30 1.45
H 0.98 0.48 -1.71
H 0.82 -1.64 -0.80
H 0.06 2.74 -2.29
H -1.26 2.71 -1.04
H -1.35 1.29 -2.28
H 0.61 -3.09 1.01
H -1.14 -2.43 0.63
H -0.30 -1.56 1.92
H -4.46 -1.02 -0.84
H -3.46 -2.40 -0.12
```

---

This record from OMol25 describes an isolated molecule of C9H16N4O5. The level of theory is wB97M-V/def2-TZVPD.

## Properties
- 2S+1: 1
- SMILES string: NC(=O)CC[C@H](NC(=O)[C@@H](N)CC(N)=O)C(=O)O
- Relative energy (zero: lowest compared OMol25 entry of this formula, charge and spin): 1.7 kJ/mol
- F_max: 0.030 hartree/bohr
- Orbital gap: 9.8 eV

XYZ file:
```
34
C9H16N4O5 wB97M-V/def2-TZVPD
C -1.89 -0.23 0.75
C -1.39 -0.57 -0.67
C -3.33 -0.75 0.91
C -4.30 -0.02 0.01
C 0.99 0.14 -0.11
C 1.34 1.62 -0.42
C 2.21 -0.77 -0.28
C 3.32 -0.49 0.75
C 4.72 -0.55 0.15
H -1.76 1.42 2.00
H -2.59 1.67 0.66
H -1.24 -0.77 1.46
H -3.35 -1.85 0.74
H -3.65 -0.56 1.92
H -5.64 -0.34 -1.45
H -4.70 -1.67 -1.13
H 0.14 -0.53 -1.94
H 0.63 0.10 0.91
H 1.86 -1.81 -0.24
H 2.60 -0.63 -1.31
H 3.29 -1.21 1.55
H 3.20 0.53 1.21
H 4.27 1.09 -1.02
H 5.89 0.45 -1.21
H -0.42 2.02 0.26
N -1.75 1.21 1.01
N -5.09 -0.80 -0.78
N -0.10 -0.29 -0.97
N 4.96 0.37 -0.81
O -2.14 -1.07 -1.50
O -4.42 1.19 0.05
O 2.41 1.94 -0.91
O 5.55 -1.36 0.54
O 0.40 2.50 -0.13
```

---

This record from OMol25 describes a cluster of 2 separate species, C9H16NO in total. The level of theory is wB97M-V/def2-TZVPD.

## Properties
- 2S+1: 1
- Net charge: +1
- Relative energy (zero: lowest compared OMol25 entry of this formula, charge and spin): 103.8 kJ/mol
- F_max: 0.055 hartree/bohr
- Orbital gap: 8.3 eV

XYZ file:
```
27
C9H16NO wB97M-V/def2-TZVPD
C -0.06 1.18 -1.31
C -1.46 1.41 -1.82
N 1.03 1.11 -2.43
H 0.22 1.95 -0.61
H -0.02 0.15 -0.96
H -1.90 0.45 -2.12
H -1.68 2.21 -2.54
H 1.91 0.88 -1.97
H 0.69 0.47 -3.15
H 1.16 1.96 -2.98
H -2.07 1.76 -0.99
C 2.44 -1.64 1.70
C 0.75 0.14 1.68
C 1.02 -1.24 1.56
C -0.54 0.66 1.54
C 0.05 -2.04 0.98
C -1.51 -0.20 0.95
C -1.21 -1.53 0.66
O -2.73 0.34 0.66
H 1.44 0.96 1.86
H -0.86 1.66 1.82
H 2.99 -0.85 2.25
H 2.94 -1.95 0.78
H 0.11 -3.11 0.76
H -1.92 -2.16 0.12
H -3.43 -0.14 1.13
H 2.65 -2.42 2.44
```

---

This record from OMol25 describes a structure of composition C9H16NOS. The level of theory is wB97M-V/def2-TZVPD.

## Properties
- 2S+1: 1
- Net charge: +1
- Relative energy (zero: lowest compared OMol25 entry of this formula, charge and spin): 159.9 kJ/mol
- F_max: 0.088 hartree/bohr
- Orbital gap: 9.2 eV

XYZ file:
```
28
C9H16NOS wB97M-V/def2-TZVPD
C 0.12 1.94 -2.00
C -0.66 2.93 -2.51
C -0.32 3.16 -0.12
C 0.33 2.07 -0.62
C -1.34 0.01 1.54
C 0.49 -2.30 1.75
C -0.02 -2.71 -0.57
C 0.95 1.07 0.19
C -0.44 -0.42 0.41
N 0.37 -1.69 0.42
O 2.01 0.25 -0.33
S -1.16 4.05 -1.32
H 0.57 1.06 -2.66
H -1.13 3.06 -3.51
H -0.23 3.38 0.95
H -1.87 1.00 1.17
H -0.65 0.31 2.40
H -2.06 -0.76 1.72
H 0.14 -1.64 2.45
H -0.07 -3.21 1.78
H 1.55 -2.46 1.93
H -0.83 -2.40 -1.13
H 0.87 -2.78 -1.27
H -0.23 -3.70 -0.12
H 1.14 1.43 1.18
H -0.72 -0.39 -0.57
H 1.30 -1.40 0.19
H 1.88 0.13 -1.35
```

---

This record from OMol25 describes a cluster of 3 separate species, C9H16O9S in total. The level of theory is wB97M-V/def2-TZVPD.

## Properties
- 2S+1: 1
- Net charge: -2
- F_max: 0.179 hartree/bohr
- Orbital gap: 3.8 eV

XYZ file:
```
35
C9H16O9S wB97M-V/def2-TZVPD
O 0.36 -5.42 0.63
C -0.17 -5.23 -0.59
O -0.97 -3.99 -0.80
S -0.02 -6.40 -2.05
O -0.61 -5.64 -3.30
O -0.91 -7.69 -1.91
O 1.60 -6.79 -2.47
O 1.61 -2.76 -1.89
C 1.55 -1.55 -2.09
O 0.78 -0.76 -1.31
C 0.80 0.68 -1.32
C -0.13 1.22 -2.39
C 2.26 -0.93 -3.26
H 1.83 1.06 -1.42
H 0.45 1.01 -0.34
H 0.18 0.91 -3.39
H -0.15 2.32 -2.36
H -1.14 0.84 -2.24
H 1.63 -1.02 -4.15
H 3.19 -1.47 -3.43
H 2.53 0.11 -3.11
O 1.13 3.06 1.30
C 0.24 2.87 2.13
O -1.06 3.02 1.78
C -2.17 2.63 2.60
C -2.54 3.73 3.58
C 0.58 2.56 3.56
H -1.98 1.67 3.10
H -3.02 2.46 1.92
H -1.72 3.95 4.27
H -3.42 3.45 4.16
H -2.75 4.66 3.04
H 0.76 3.49 4.10
H 1.48 1.95 3.57
H -0.19 1.98 4.07
```

---

This record from OMol25 describes an isolated molecule of C9H16OSi. The level of theory is wB97M-V/def2-TZVPD.

## Properties
- 2S+1: 1
- SMILES string: C#C/C(=C/COC)[Si](C)(C)C
- Relative energy (zero: lowest compared OMol25 entry of this formula, charge and spin): 229.6 kJ/mol
- F_max: 0.141 hartree/bohr
- Orbital gap: 9.6 eV

XYZ file:
```
27
C9H16OSi wB97M-V/def2-TZVPD
C 2.39 -3.00 -0.23
C 1.41 -2.28 -0.12
C -0.77 -1.39 0.03
C 0.55 -1.09 0.03
C -4.24 -0.47 0.16
C 3.24 0.44 0.70
C 0.45 1.79 1.27
C 1.30 1.32 -1.63
C -1.91 -0.47 -0.06
O -3.06 -1.07 0.46
Si 1.36 0.65 0.11
H 3.00 -3.84 -0.56
H -1.13 -2.41 -0.01
H -4.97 -0.63 0.81
H -4.60 -0.64 -0.94
H -4.01 0.64 0.13
H 3.63 -0.45 0.22
H 3.83 1.28 0.39
H 3.29 0.31 1.80
H 0.98 2.59 1.68
H -0.27 2.33 0.52
H -0.26 1.37 1.93
H 0.84 0.64 -2.32
H 0.47 2.09 -1.54
H 2.13 1.90 -1.95
H -1.73 0.58 0.25
H -1.93 -0.18 -1.11
```

---

This record from OMol25 describes an isolated molecule of C9H16Si. The level of theory is wB97M-V/def2-TZVPD.

## Properties
- 2S+1: 1
- Relative energy (zero: lowest compared OMol25 entry of this formula, charge and spin): 197.0 kJ/mol
- F_max: 0.106 hartree/bohr
- Orbital gap: 9.6 eV

XYZ file:
```
26
C9H16Si wB97M-V/def2-TZVPD
C -2.89 -0.10 0.33
C -2.04 -1.06 0.38
C -0.39 0.08 -0.08
C -0.90 1.29 -0.19
C -2.44 1.27 0.05
C -1.81 -2.41 0.95
C -0.21 2.58 -0.57
C 2.44 -0.30 -1.59
C 1.96 -0.31 1.61
Si 1.32 -0.80 -0.12
H -3.86 -0.21 0.73
H -3.14 1.72 -0.68
H -2.45 1.98 0.92
H -2.66 -2.92 1.21
H -1.06 -2.42 1.77
H -1.32 -2.90 0.12
H -0.06 3.26 0.34
H -0.77 3.18 -1.22
H 0.79 2.42 -1.17
H 2.14 0.62 -1.97
H 3.61 -0.24 -1.38
H 2.42 -1.07 -2.36
H 1.10 -0.38 2.33
H 2.70 -1.08 1.99
H 2.34 0.72 1.77
H 1.06 -2.25 0.06
```

---

This record from OMol25 describes a structure of composition C9H17AlF8OPS. The level of theory is wB97M-V/def2-TZVPD.

## Properties
- 2S+1: 1
- Net charge: -1
- F_max: 0.050 hartree/bohr
- Orbital gap: 7.1 eV

XYZ file:
```
38
C9H17AlF8OPS wB97M-V/def2-TZVPD
C -5.36 0.57 2.25
C -5.28 -1.04 1.95
C -4.36 -1.43 0.63
C -2.98 -2.19 1.13
Al -1.31 -1.07 0.72
P -1.65 1.22 0.64
S -2.66 1.85 -0.91
H -5.82 1.18 1.34
H -4.32 1.06 2.54
H -6.05 0.70 3.21
H -4.90 -1.58 2.92
H -6.37 -1.40 1.71
H -4.11 -0.49 -0.02
H -4.99 -2.20 -0.01
H -3.03 -2.53 2.26
H -2.91 -3.18 0.47
H -0.26 -1.32 1.93
H -0.62 -1.69 -0.58
H -2.30 1.71 1.83
H -0.32 1.83 0.54
C 2.57 -0.02 -1.79
C 2.89 -0.23 -0.31
C 3.14 1.05 0.48
F 4.20 1.74 0.01
F 3.41 0.77 1.78
F 3.93 -1.09 -0.19
F 1.81 -0.87 0.25
O 3.66 -0.20 -2.70
C 4.49 0.95 -2.89
C 5.93 0.72 -2.42
F 5.98 0.42 -1.10
F 6.68 1.84 -2.60
F 3.91 2.02 -2.31
F 4.47 1.19 -4.23
H 1.85 -0.81 -2.07
H 2.02 0.91 -1.98
H 2.26 1.71 0.46
H 6.40 -0.10 -2.97
```

---

This record from OMol25 describes an isolated molecule of C9H17BN2O5. The level of theory is wB97M-V/def2-TZVPD.

## Properties
- 2S+1: 1
- SMILES string: O=C([C@@H]1C[C@@H](O)CN1)N1C[C@H](O)C[C@H]1B(O)O
- Relative energy (zero: lowest compared OMol25 entry of this formula, charge and spin): 39.1 kJ/mol
- F_max: 0.050 hartree/bohr
- Orbital gap: 9.3 eV

XYZ file:
```
34
C9H17BN2O5 wB97M-V/def2-TZVPD
O 0.33 1.70 -0.46
O -2.60 0.36 3.42
O -1.71 2.53 3.18
O -1.82 -1.90 -0.83
O 3.80 0.14 -3.10
B -2.00 1.32 2.65
C 0.47 0.62 0.09
N -0.39 0.21 1.09
N 1.26 -1.16 -1.45
C -0.69 -1.24 1.25
C 1.41 -0.39 -2.70
C -2.69 0.00 0.57
C 2.73 0.66 -0.94
C -2.04 -1.43 0.52
C 2.59 0.56 -2.48
C -1.63 0.95 1.17
C 1.63 -0.24 -0.38
H -2.90 0.62 4.30
H -1.95 2.61 4.12
H -0.90 -1.65 -1.12
H 3.90 -0.85 -2.92
H 1.87 -1.95 -1.46
H -0.78 -1.50 2.32
H 0.06 -1.87 0.78
H 1.64 -1.02 -3.60
H 0.45 0.14 -2.84
H -2.98 0.36 -0.44
H -3.60 -0.04 1.22
H 3.71 0.33 -0.57
H 2.64 1.70 -0.58
H -2.69 -2.21 1.01
H 2.38 1.55 -2.93
H -1.53 1.84 0.57
H 2.03 -0.74 0.53
```

---

This record from OMol25 describes a structure of composition C9H17BiIN4S. The level of theory is wB97M-V/def2-TZVPD.

## Properties
- 2S+1: 1
- Net charge: +3
- Relative energy (zero: lowest compared OMol25 entry of this formula, charge and spin): 56.3 kJ/mol
- F_max: 0.024 hartree/bohr
- Orbital gap: 4.2 eV

XYZ file:
```
33
C9H17BiIN4S wB97M-V/def2-TZVPD
Bi -0.46 0.78 0.82
C -0.88 2.01 -2.03
C 0.62 1.74 -2.12
N 1.23 1.60 -0.78
C 2.38 0.69 -0.71
C 2.02 -0.76 -1.03
S 0.35 -1.33 -0.48
C -0.65 -1.22 -2.04
C -1.86 -0.31 -1.98
N -1.63 0.97 -1.30
H -1.04 2.96 -1.53
H -1.28 2.11 -3.05
H 0.83 0.84 -2.70
H 1.08 2.57 -2.66
H 1.52 2.52 -0.44
H 3.16 1.00 -1.41
H 2.79 0.76 0.30
H 2.10 -1.01 -2.09
H 2.72 -1.41 -0.51
H 0.03 -0.95 -2.85
H -0.98 -2.24 -2.23
H -2.19 -0.14 -3.01
H -2.68 -0.82 -1.47
H -2.54 1.36 -1.09
I -0.59 -0.66 6.96
C -0.50 -1.02 4.89
C -0.79 -2.21 4.23
N -0.64 -2.00 2.93
N -0.26 -0.73 2.68
C -0.16 -0.12 3.87
H -1.09 -3.16 4.65
H -0.74 -2.69 2.20
H 0.14 0.90 3.97
```

---

This record from OMol25 describes a structure of composition C9H17Br2I. The level of theory is wB97M-V/def2-TZVPD.

## Properties
- 2S+1: 1
- Relative energy (zero: lowest compared OMol25 entry of this formula, charge and spin): 0.0 kJ/mol
- F_max: 0.123 hartree/bohr
- Orbital gap: 9.6 eV

XYZ file:
```
29
C9H17Br2I wB97M-V/def2-TZVPD
C 3.19 1.75 2.41
C -2.86 1.12 -0.87
C -0.92 1.72 -2.28
C -2.27 3.47 -1.07
C 1.85 -0.88 0.87
C 3.67 0.34 2.10
C -1.69 2.07 -0.98
C 2.96 -0.19 0.91
C -0.82 1.83 0.28
Br -1.78 1.80 1.91
Br 0.42 3.39 0.44
I 3.96 0.20 -1.06
H 2.42 1.79 3.18
H 2.74 2.25 1.52
H 4.00 2.27 2.81
H -3.47 1.18 -1.79
H -2.42 0.17 -0.88
H -3.64 1.24 -0.14
H -1.41 2.04 -3.07
H -0.63 0.68 -2.25
H 0.00 2.35 -2.20
H -2.04 3.90 -1.99
H -3.35 3.47 -0.96
H -1.86 4.16 -0.36
H 1.30 -1.09 1.75
H 1.31 -1.13 -0.02
H -0.20 0.94 0.19
H 4.68 0.28 1.87
H 3.43 -0.38 2.86
```

---

This record from OMol25 describes a cluster of 5 separate species, C9H17Br8Cl3 in total. The level of theory is wB97M-V/def2-TZVPD.

## Properties
- 2S+1: 1
- SMILES string: ClC(Cl)Cl.BrCCBr.BrCCBr.BrCCBr.BrCCBr
- Relative energy (zero: lowest compared OMol25 entry of this formula, charge and spin): 35.4 kJ/mol
- F_max: 0.024 hartree/bohr
- Orbital gap: 10.4 eV

XYZ file:
```
37
C9H17Br8Cl3 wB97M-V/def2-TZVPD
Br 10.80 9.78 -3.49
C 9.40 9.10 -2.27
C 9.86 9.56 -0.89
Br 8.47 9.18 0.45
H 9.41 8.02 -2.38
H 8.42 9.45 -2.56
H 10.09 10.62 -0.92
H 10.81 9.13 -0.56
Br 17.99 16.45 -3.86
C 16.09 16.14 -4.28
C 15.90 15.70 -5.69
Br 16.25 17.06 -7.05
H 15.55 17.04 -3.99
H 15.76 15.34 -3.63
H 14.83 15.48 -5.74
H 16.39 14.77 -5.96
Br 17.32 11.67 0.50
C 16.18 13.26 0.50
C 16.39 14.05 -0.73
Br 15.45 15.79 -0.62
H 16.36 13.86 1.39
H 15.16 12.90 0.55
H 15.97 13.55 -1.60
H 17.43 14.25 -0.98
Br 14.56 12.63 -3.70
C 13.26 12.11 -5.09
C 12.44 13.29 -5.52
Br 10.93 12.82 -6.75
H 12.69 11.27 -4.71
H 13.82 11.77 -5.96
H 13.03 14.06 -6.01
H 11.94 13.70 -4.65
C 12.84 10.04 -9.43
Cl 13.22 9.39 -7.80
Cl 13.46 11.68 -9.53
Cl 11.07 9.99 -9.75
H 13.36 9.41 -10.13
```

---

This record from OMol25 describes an isolated molecule of C9H17BrO3. The level of theory is wB97M-V/def2-TZVPD.

## Properties
- 2S+1: 1
- SMILES string: CC[C@@](C)(O)C/C=C/C(O)(O)CBr
- Relative energy (zero: lowest compared OMol25 entry of this formula, charge and spin): 0.0 kJ/mol
- F_max: 0.055 hartree/bohr
- Orbital gap: 10.2 eV

XYZ file:
```
30
C9H17BrO3 wB97M-V/def2-TZVPD
C -0.42 0.93 -0.11
C -1.57 0.57 -0.65
C 3.70 -0.42 -1.10
C 0.80 -1.09 1.40
C 0.90 0.45 -0.61
C 2.85 -1.08 -0.02
C -3.71 -0.63 -0.28
C -2.94 0.84 -0.09
C 1.71 -0.21 0.54
O -3.58 1.81 -0.85
O -2.98 1.13 1.27
O 2.21 0.80 1.40
Br -5.53 -0.47 0.33
H -0.38 1.57 0.77
H -1.58 -0.04 -1.54
H 4.53 -1.07 -1.35
H 3.12 -0.25 -2.01
H 4.11 0.53 -0.77
H 1.40 -1.64 2.13
H 0.26 -1.80 0.78
H 0.09 -0.48 1.94
H 0.75 -0.27 -1.41
H 1.47 1.29 -1.00
H 2.43 -2.00 -0.41
H 3.50 -1.34 0.83
H -3.72 -0.90 -1.33
H -3.20 -1.37 0.34
H -4.50 1.87 -0.57
H -2.63 2.02 1.41
H 2.92 1.26 0.96
```

---

This record from OMol25 describes a structure of composition C9H17ClGaI2N2OP. The level of theory is wB97M-V/def2-TZVPD.

## Properties
- 2S+1: 1
- Net charge: +2
- F_max: 0.097 hartree/bohr
- Orbital gap (alpha / beta): 3.4 / 2.7 eV

XYZ file:
```
34
C9H17ClGaI2N2OP wB97M-V/def2-TZVPD
I 2.03 -4.11 -2.05
I -0.73 -3.11 1.34
Ga 0.32 -1.42 -0.13
P -0.17 -0.35 -2.43
C -1.73 -0.01 -3.30
C 0.70 1.25 -2.63
H 1.72 -1.53 -3.34
H 0.65 -0.92 -4.65
H 0.20 -2.37 -3.67
C 0.69 -1.39 -3.66
H 1.66 1.21 -2.11
H 0.86 1.43 -3.70
H -1.52 0.23 -4.35
H -2.26 0.84 -2.84
H 0.09 2.07 -2.21
H -2.38 -0.90 -3.27
C -2.18 -0.92 -0.55
O -3.32 -1.07 -0.52
Cl 2.45 -0.90 -0.22
C 2.01 0.53 4.63
C 1.01 0.55 3.54
C -0.15 1.29 3.35
C -0.68 0.92 2.10
N 0.14 -0.01 1.55
N 1.12 -0.24 2.47
C -1.92 1.44 1.49
H 2.36 1.55 4.82
H 1.56 0.15 5.56
H 2.87 -0.10 4.38
H -0.57 2.01 4.03
H 1.87 -0.91 2.29
H -2.73 0.71 1.49
H -2.24 2.30 2.09
H -1.75 1.80 0.47
```

---

This record from OMol25 describes a structure of composition C9H17ClI2N2OPSeTl. The level of theory is wB97M-V/def2-TZVPD.

## Properties
- 2S+1: 1
- Net charge: +2
- Relative energy (zero: lowest compared OMol25 entry of this formula, charge and spin): 0.0 kJ/mol
- F_max: 0.052 hartree/bohr
- Orbital gap: 5.7 eV

XYZ file:
```
35
C9H17ClI2N2OPSeTl wB97M-V/def2-TZVPD
I 0.03 0.10 -2.14
I -0.13 -1.67 1.67
Tl 0.78 0.84 0.70
P -2.29 0.50 -0.89
C -3.14 -0.90 -1.66
C -3.06 0.58 0.77
H -2.48 2.89 -1.16
H -4.01 2.04 -1.56
H -2.66 2.04 -2.75
C -2.92 2.02 -1.69
H -2.57 1.34 1.38
H -4.11 0.86 0.63
H -4.21 -0.66 -1.73
H -3.01 -1.78 -1.02
H -3.00 -0.40 1.26
H -2.75 -1.10 -2.67
C -0.16 -2.87 -1.38
O 0.19 -3.95 -1.33
Cl -0.17 2.85 1.80
C 3.57 1.69 2.91
N 3.63 0.24 2.90
C 3.85 -0.56 4.01
C 3.80 -1.85 3.59
N 3.56 -1.82 2.23
C 3.44 -2.99 1.39
C 3.50 -0.53 1.79
Se 3.38 0.10 0.06
H 4.09 2.01 3.82
H 2.51 2.02 2.94
H 4.08 2.10 2.03
H 3.96 -0.11 4.98
H 3.90 -2.78 4.14
H 4.42 -3.49 1.31
H 2.69 -3.67 1.82
H 3.15 -2.65 0.39
```